The following is a DFT calculation (wB97M-V/def2-TZVPD) of a structure of composition C7H3BCl2F4NbS4 in a non-equilibrium geometry.

Geometry as XYZ:
```
22
Properties=species:S:1:pos:R:3:forces:R:3:mulliken_charge:R:1
S 7.506 12.725 4.752 0.7 -0.1 -0.3 -0.079
F 9.245 5.050 3.970 1.3 0.8 -0.5 -0.178
S 3.716 9.027 4.627 2.9 0.2 -0.4 -0.030
C 11.530 12.473 5.412 0.1 -1.5 1.2 -0.718
Cl 8.660 15.501 3.921 -0.2 0.2 -0.5 -0.167
Cl 9.596 10.792 6.492 0.2 1.0 -1.4 -0.120
F 7.043 5.145 4.306 -0.1 -0.5 0.4 -0.225
C 12.023 13.674 4.926 1.0 0.4 0.3 -0.452
C 9.780 14.271 4.274 1.7 -0.4 0.3 0.325
B 8.189 4.499 4.464 -0.5 -1.0 0.3 0.629
C 5.351 9.300 4.434 -2.0 0.3 0.8 0.487
F 8.341 3.322 5.059 -0.7 0.7 -0.1 -0.225
S 6.105 10.048 2.995 0.1 -0.3 0.6 -0.149
Nb 7.938 10.464 4.427 -0.1 -0.3 -0.9 0.692
H 13.077 13.999 5.108 -0.9 -0.8 -0.3 0.350
F 9.411 9.792 3.497 -0.6 0.4 0.5 -0.540
C 11.182 14.597 4.354 -2.5 -0.9 -0.5 -0.486
H 12.182 11.787 5.974 -0.2 0.5 -0.4 0.374
C 10.172 12.136 5.361 1.0 0.8 0.3 0.712
C 9.288 13.006 4.690 -0.8 0.2 1.1 0.517
H 11.529 15.526 3.938 0.0 0.3 0.2 0.438
S 6.562 9.164 5.804 -0.3 0.0 -0.7 -0.155
```
Positions in Å, forces in eV/Å.

As for the charge: +1. The total energy comes out at -88789.148 eV.

The following is a DFT calculation (wB97M-V/def2-TZVPD) of a structure of composition C15H33AlNO5.

Geometry as XYZ:
```
55
Properties=species:S:1:pos:R:3:forces:R:3:mulliken_charge:R:1
C -2.844 0.248 -1.011 0.1 0.0 0.2 0.843
H -0.705 0.591 -0.881 -0.1 0.0 -0.1 0.161
C -2.985 1.415 -0.025 0.0 -0.1 -0.3 -1.341
H -4.378 1.026 -2.252 0.0 0.0 -0.1 0.437
C 3.854 2.412 -0.723 0.0 -0.1 0.1 -1.089
C -1.975 -0.621 5.497 0.0 0.0 0.0 -0.406
H 0.889 -0.056 1.406 0.0 0.0 0.0 -0.454
C 3.792 -1.795 0.026 0.0 0.0 0.1 -0.432
O -1.191 -1.205 0.008 -0.1 0.1 -0.2 -0.649
H -3.437 -0.586 -0.618 0.0 0.0 -0.1 0.214
H -1.327 0.626 3.005 0.0 0.0 0.0 0.325
C -2.524 1.651 -3.112 0.1 0.0 0.0 -1.464
H 5.022 -0.186 0.031 0.2 -0.1 -0.1 0.236
O -4.205 0.708 3.252 0.1 0.0 0.2 -0.586
H 6.177 2.130 -1.009 0.0 0.0 -0.1 0.286
O -3.254 -0.085 5.114 0.0 0.0 0.0 -0.396
H -0.281 -1.209 4.234 0.0 0.0 0.0 0.305
C 2.657 -2.395 -0.815 0.2 0.1 -0.2 -0.680
H 0.580 -2.742 1.539 -0.1 0.0 0.0 -0.482
H -2.786 2.661 -2.789 0.0 -0.1 0.1 0.319
H -2.785 1.060 0.979 0.1 0.1 0.2 -0.033
H -2.150 -1.360 6.278 0.0 0.0 0.0 0.336
C -1.950 -0.257 3.165 -0.2 0.0 0.0 -0.072
H 3.320 -1.346 0.912 0.0 -0.1 0.0 0.192
H -2.275 2.215 -0.262 0.0 0.0 0.0 0.357
C -1.368 -1.187 4.218 -0.1 0.0 0.0 -0.551
H -3.468 -0.487 -4.320 0.0 0.0 0.0 0.413
H -1.726 -2.204 4.052 0.0 0.0 0.0 0.241
H -2.657 1.614 -4.198 0.0 0.0 0.1 0.460
H 4.269 1.806 -2.754 -0.1 0.0 0.1 0.333
H 4.576 2.703 0.048 0.0 0.0 0.0 0.364
H -2.114 -0.716 2.192 0.1 0.0 -0.1 0.075
H 3.010 1.946 -0.211 0.0 0.0 0.0 0.250
C 3.918 0.026 -1.643 0.0 0.0 0.1 -0.181
H 4.440 -2.607 0.377 0.0 0.1 0.0 0.328
N 4.641 -0.807 -0.673 -0.4 0.1 0.1 -0.337
H 3.944 -0.453 -2.627 0.1 0.0 0.0 0.140
C -3.383 0.588 -2.408 0.0 0.1 0.0 0.420
C -1.385 -0.269 -1.019 -0.2 0.1 0.2 -0.800
H -4.552 -1.125 -3.084 0.1 0.0 0.0 0.336
H -1.124 -0.699 -1.998 -0.1 0.0 0.1 0.229
H 2.469 -3.412 -0.434 -0.1 0.1 0.0 0.348
H -1.459 1.508 -2.908 -0.1 0.0 -0.1 0.244
H 3.019 -2.511 -1.849 0.0 -0.1 0.1 0.333
H -1.374 0.194 5.909 0.0 0.0 0.0 0.232
H -2.828 -1.449 -2.986 0.0 0.1 -0.1 0.300
Al 0.462 -1.424 0.593 0.0 0.0 0.2 1.082
H -3.991 1.848 -0.010 0.0 -0.1 -0.1 0.430
C -3.564 -0.685 -3.249 0.0 -0.1 0.0 -1.460
H 2.861 0.117 -1.370 0.0 0.0 -0.2 0.020
C 4.487 1.446 -1.742 0.0 0.1 0.0 0.069
O 1.501 -1.617 -0.826 0.1 -0.2 0.0 -0.444
H 3.496 3.330 -1.193 0.1 0.0 0.0 0.303
O 5.918 1.433 -1.618 0.0 0.0 0.0 -0.542
C -3.259 0.192 3.779 -0.1 0.0 -0.2 0.439
```
Positions in Å, forces in eV/Å.

The value obtained for the energy relative to the best compared isomer or geometry (same formula, charge and spin) is 0.0 kJ/mol. As for the charge: -1. The total energy comes out at -34418.249 eV.